Molecular formula: C72H192N16O20
Method: DFT, ωB97M-V/def2-TZVPD

The energy above the lowest of the compared OMol25 structures with the same formula, charge and spin is 37.20 kcal per mole. As for the HOMO energy: -8.25 eV. The spin multiplicity is 1.

Each line ends with the Löwdin charge.
Positions of all 300 atoms, in Å:
C -1.53728 -3.15513 -7.44371  -0.057
O -1.53100 -1.98468 -6.60347  -0.213
C -0.26830 -1.69760 -6.05631  -0.174
C 0.77006 -1.29765 -7.16798  -0.184
N 0.42238 0.04882 -7.64447  -0.041
C 1.22017 0.42378 -8.80761  -0.223
C 2.50115 1.05714 -8.47807  -0.266
O 3.33538 0.14987 -7.80397  -0.213
C 4.61217 0.67973 -7.35233  -0.071
H -2.59778 -3.26446 -7.70794  0.104
H -1.26133 -4.02789 -6.89352  0.072
H -0.86410 -3.05877 -8.25688  0.063
H 0.12832 -2.59619 -5.62042  0.099
H -0.36404 -0.75639 -5.46029  0.115
H 0.72889 -2.05399 -7.97010  0.100
H 1.78506 -1.29804 -6.83499  0.070
H -0.57720 0.19498 -7.80014  0.078
H 0.63653 1.02401 -9.47548  0.103
H 1.48571 -0.53027 -9.43132  0.153
H 2.20279 1.90957 -7.83518  0.122
H 3.00654 1.53586 -9.34707  0.135
H 4.55743 1.55430 -6.71776  0.054
H 5.22339 0.97076 -8.23229  0.090
H 5.14104 -0.12880 -6.72512  0.097
C -5.08220 -2.45605 -1.61154  -0.077
O -4.21651 -1.44932 -2.17948  -0.238
C -4.15137 -1.51412 -3.62615  -0.183
C -3.45194 -0.29683 -4.31415  -0.160
N -3.86685 -0.17942 -5.72602  -0.006
C -3.76374 1.19538 -6.10254  -0.258
C -3.71063 1.53675 -7.52630  -0.196
O -2.51076 0.86743 -7.99168  -0.235
C -2.40565 0.94589 -9.43751  -0.071
H -6.22739 -2.22916 -1.58310  0.116
H -4.73279 -2.52823 -0.60145  0.059
H -4.76871 -3.33025 -2.12599  0.045
H -5.16196 -1.51955 -3.96690  0.103
H -3.73553 -2.46217 -3.87756  0.082
H -2.31917 -0.40137 -4.23915  0.107
H -3.63204 0.60765 -3.78481  0.084
H -3.31499 -0.77736 -6.31062  0.078
H -2.90024 1.71560 -5.67315  0.094
H -4.58702 1.78525 -5.69928  0.123
H -3.62247 2.60240 -7.70149  0.125
H -4.58123 1.13353 -8.03748  0.126
H -2.50031 1.96466 -9.78012  0.082
H -3.33565 0.49090 -9.83431  0.092
H -1.53207 0.34908 -9.71427  0.079
C 0.88514 -5.39101 1.43985  -0.131
O -0.32192 -6.06036 1.56211  -0.219
C -1.20637 -5.83410 0.46232  -0.202
C -2.57377 -5.96430 1.09949  -0.176
N -2.74358 -5.00525 2.23893  -0.031
C -3.01039 -3.59837 1.89268  -0.200
C -3.03229 -2.69741 3.08830  -0.268
O -1.78737 -2.72837 3.68024  -0.211
C -1.54932 -1.80421 4.74566  -0.081
H 1.38726 -5.60015 0.44306  0.094
H 1.53312 -5.70344 2.26685  0.095
H 0.75779 -4.33085 1.57252  0.066
H -0.91420 -6.56979 -0.34176  0.133
H -0.99433 -4.77258 0.10705  0.116
H -2.88222 -6.96400 1.48945  0.127
H -3.24135 -5.72756 0.29840  0.089
H -1.89737 -5.03787 2.81422  0.100
H -4.01012 -3.48028 1.43939  0.108
H -2.28496 -3.20635 1.20285  0.093
H -3.83109 -2.86610 3.88244  0.146
H -3.23155 -1.66439 2.79368  0.105
H -0.46401 -1.84506 4.94036  0.083
H -2.12160 -2.17163 5.60318  0.087
H -1.90847 -0.78704 4.47237  0.090
C -1.07751 -3.04380 -2.22731  -0.098
O -1.05595 -2.31417 -1.01998  -0.211
C -0.86684 -0.89290 -1.26650  -0.179
C -0.93333 -0.24969 0.10854  -0.191
N 0.17713 -0.58734 1.02773  -0.041
C 0.45492 0.54356 1.95046  -0.203
C 1.38626 0.03559 3.02258  -0.187
O 1.33511 0.97503 4.14952  -0.215
C 2.18237 0.63267 5.24282  -0.112
H -1.53517 -2.44881 -2.99169  0.053
H -1.67899 -3.95107 -2.07747  0.076
H -0.05040 -3.29903 -2.57719  0.097
H -1.63336 -0.57515 -1.95120  0.091
H 0.16360 -0.69759 -1.66229  0.122
H -1.85352 -0.59666 0.52793  0.107
H -0.88829 0.83619 -0.05106  0.087
H 0.00196 -1.48764 1.52069  0.113
H -0.43701 0.96405 2.50750  0.125
H 0.85778 1.41853 1.43170  0.095
H 2.43184 -0.11343 2.71936  0.102
H 0.92868 -0.94491 3.37176  0.121
H 3.22793 0.80116 5.00976  0.073
H 2.04539 -0.40071 5.57873  0.071
H 1.97334 1.25677 6.12371  0.068
C 2.66238 -2.85358 -0.18753  -0.039
C 3.56227 -1.62110 0.00955  -0.391
C 4.99347 -1.87282 -0.53145  -0.204
O 5.71430 -2.76498 0.27235  -0.195
C 6.57507 -2.22837 1.17953  -0.128
N 3.08713 -0.36332 -0.59623  0.048
H 2.50019 -3.10415 -1.22592  0.063
H 1.65232 -2.58062 0.08567  0.043
H 3.00998 -3.74095 0.36301  0.082
H 3.69605 -1.40142 1.03977  0.105
H 5.53495 -0.89631 -0.55755  0.106
H 4.88983 -2.28023 -1.58035  0.124
H 6.07877 -1.34227 1.61148  0.070
H 7.51862 -1.87510 0.67140  0.107
H 6.71316 -3.02429 1.91343  0.096
H 2.12569 -0.20516 -0.23759  0.053
H 2.96495 -0.59115 -1.60168  0.052
C 6.43901 0.15526 -3.36718  -0.026
C 5.01359 0.58806 -3.00872  -0.408
C 4.78664 1.99613 -3.50981  -0.239
O 5.66619 2.94150 -3.05113  -0.199
C 5.73587 4.04737 -3.84801  -0.119
N 3.97753 -0.29493 -3.61987  0.051
H 7.06768 0.90306 -2.91007  0.068
H 6.56396 -0.01813 -4.43483  0.081
H 6.70741 -0.70294 -2.78350  0.058
H 4.83193 0.46997 -1.95821  0.073
H 3.71268 2.29129 -3.22796  0.138
H 4.89282 1.95002 -4.61092  0.099
H 4.79414 4.57451 -3.82844  0.084
H 5.90108 3.73961 -4.94381  0.112
H 6.53641 4.62332 -3.43766  0.083
H 3.14904 0.12463 -4.10609  0.053
H 4.34601 -0.95374 -4.32326  0.039
C 5.01651 1.25585 1.76340  -0.051
C 4.79291 2.70317 1.29125  -0.369
C 5.80973 3.23419 0.26405  -0.185
O 7.12605 2.99781 0.81467  -0.189
C 8.13152 3.31419 -0.13393  -0.112
N 3.44441 2.82940 0.58686  0.044
H 4.31472 1.03761 2.57168  0.059
H 6.00803 1.02286 2.23411  0.089
H 4.96788 0.54683 0.93495  0.039
H 4.79569 3.39628 2.09723  0.116
H 5.60985 4.26953 -0.01442  0.127
H 5.66402 2.60907 -0.57974  0.087
H 8.17976 2.62233 -0.95447  0.069
H 9.10019 3.32180 0.39504  0.090
H 7.95586 4.33628 -0.50297  0.085
H 2.69931 2.77671 1.35935  0.070
H 3.29815 1.92041 0.12004  0.030
C -0.37133 3.94698 7.78863  -0.057
C -1.75615 4.41190 8.24228  -0.357
C -2.78745 3.31987 8.62042  -0.222
O -2.85656 2.36121 7.57929  -0.233
C -4.05374 1.56385 7.64091  -0.072
N -1.75054 5.45927 9.38750  0.047
H 0.00216 4.73678 7.14156  0.060
H -0.44040 3.05066 7.21310  0.053
H 0.36136 3.86034 8.52111  0.053
H -2.19647 4.90225 7.36718  0.131
H -3.75446 3.83526 8.70812  0.115
H -2.58617 2.88245 9.61474  0.127
H -4.35285 1.40131 6.59088  0.072
H -4.84462 2.12526 8.22386  0.097
H -3.80663 0.65639 8.24971  0.096
H -1.25092 5.01315 10.15234  0.059
H -1.17371 6.18966 9.08093  0.031
C 1.14393 6.01114 1.86215  -0.048
C 0.31491 4.74516 1.52741  -0.459
C -1.09058 4.88774 2.11340  -0.205
O -1.20617 4.90367 3.53302  -0.188
C -1.17558 3.61835 4.12220  -0.092
N 0.17692 4.56776 0.11326  0.059
H 0.96308 6.77880 1.11749  0.069
H 2.22831 5.79326 1.80441  0.073
H 0.92264 6.38939 2.86766  0.068
H 0.79245 3.87299 2.07960  0.123
H -1.79184 4.09671 1.84075  0.092
H -1.48649 5.82709 1.65346  0.142
H -1.98916 2.97703 3.74068  0.081
H -1.26283 3.68879 5.21049  0.065
H -0.21782 3.05991 3.88057  0.086
H 0.99528 4.23798 -0.34817  0.046
H -0.48353 3.78039 -0.03280  0.040
C -0.33118 0.02850 7.99296  -0.041
C 1.06386 0.16538 8.72811  -0.403
C 0.89061 0.14650 10.26808  -0.263
O 2.09747 0.27701 10.92720  -0.199
C 1.86247 0.51567 12.33309  -0.087
N 1.99930 -0.85358 8.25792  0.044
H -0.96220 -0.85642 8.25344  0.083
H -0.09749 -0.12775 6.91630  0.059
H -0.98617 0.93091 8.14298  0.062
H 1.53511 1.18541 8.55330  0.128
H 0.45918 -0.80051 10.57603  0.121
H 0.23276 0.97758 10.56973  0.123
H 1.44234 1.52603 12.54447  0.093
H 2.82479 0.36293 12.91654  0.108
H 1.14723 -0.22167 12.62723  0.065
H 1.59993 -1.79443 8.40098  0.088
H 2.77372 -0.95015 8.88906  0.059
C 0.79420 2.12594 -2.72333  -0.067
C 0.31033 1.73772 -4.04977  -0.433
C -0.63493 2.75197 -4.68830  -0.210
O -1.84839 2.99730 -4.03009  -0.194
C -2.46026 4.15033 -4.53453  -0.110
N 1.39811 1.39549 -4.98865  0.077
H 1.58362 1.44942 -2.33820  0.077
H 0.04595 2.17174 -1.98074  0.037
H 1.30140 3.09539 -2.80861  0.093
H -0.26575 0.81174 -3.84324  0.121
H -0.80279 2.47722 -5.68268  0.095
H -0.04085 3.65296 -4.79599  0.130
H -2.25673 5.08278 -4.09368  0.074
H -3.53482 4.03237 -4.31892  0.086
H -2.33767 4.27099 -5.63479  0.104
H 1.75161 2.23322 -5.39461  0.058
H 0.94979 0.88548 -5.81365  0.061
C -4.15895 2.46412 0.76991  -0.049
C -3.74522 2.17938 -0.68352  -0.375
C -4.67603 2.88320 -1.65567  -0.206
O -6.02364 2.43020 -1.64237  -0.186
C -6.44660 1.38111 -2.48655  -0.102
N -2.29634 2.57439 -0.88005  0.055
H -3.84800 3.49159 0.99491  0.068
H -3.61114 1.86118 1.48521  0.058
H -5.28296 2.41745 0.93090  0.096
H -3.81077 1.08321 -0.95463  0.142
H -4.22209 2.78385 -2.61259  0.080
H -4.64251 3.94173 -1.53065  0.123
H -6.40918 1.77892 -3.56482  0.104
H -7.49031 1.15423 -2.19717  0.092
H -5.77755 0.54399 -2.54016  0.051
H -2.05735 2.39904 -1.84505  0.033
H -2.20552 3.60460 -0.85148  0.077
C 4.30160 2.25706 7.84224  -0.062
C 5.15560 3.04946 6.83783  -0.423
C 4.49916 4.40391 6.51876  -0.206
O 3.21650 4.25599 5.87696  -0.211
C 2.43279 5.44309 5.89619  -0.112
N 6.54112 3.20116 7.37187  0.038
H 4.49712 2.50179 8.90290  0.085
H 4.52054 1.20589 7.71543  0.073
H 3.28828 2.58715 7.55142  0.057
H 5.19501 2.50788 5.89716  0.129
H 5.04496 5.00105 5.77067  0.124
H 4.49233 5.00718 7.44833  0.128
H 1.60731 5.26876 5.22307  0.070
H 2.94441 6.30151 5.39632  0.093
H 2.21928 5.73528 6.94358  0.091
H 6.57682 3.88811 8.10645  0.057
H 6.99495 3.60851 6.54816  0.069
C 2.36318 -4.60511 -6.08982  -0.036
C 3.11584 -3.47490 -5.27548  -0.396
C 3.92612 -4.18653 -4.14158  -0.192
O 2.91178 -4.75548 -3.30626  -0.218
C 3.51874 -5.55493 -2.27558  -0.092
N 3.98600 -2.63059 -6.07876  0.053
H 3.05025 -5.37866 -6.42599  0.078
H 2.00779 -4.09783 -6.96637  0.050
H 1.57968 -5.03001 -5.50638  0.059
H 2.37480 -2.90062 -4.74130  0.116
H 4.55261 -3.51746 -3.54546  0.104
H 4.60049 -4.95493 -4.52907  0.120
H 4.08291 -4.88480 -1.58267  0.084
H 4.19230 -6.30070 -2.63479  0.071
H 2.65732 -6.05011 -1.76928  0.094
H 4.36703 -3.24321 -6.77969  0.075
H 3.44366 -2.01100 -6.70258  0.046
C -7.25131 -2.08129 1.72544  -0.058
C -7.56361 -0.64886 1.53579  -0.454
C -7.03856 0.22512 2.69810  -0.227
O -5.64195 0.12515 2.75120  -0.196
C -5.15001 0.81252 3.90850  -0.107
N -7.18907 -0.13077 0.24946  0.067
H -6.22876 -2.20197 1.98126  0.048
H -7.32914 -2.59430 0.76510  0.072
H -7.92178 -2.57585 2.47198  0.102
H -8.62568 -0.46716 1.62153  0.131
H -7.52761 -0.18814 3.63433  0.137
H -7.39609 1.24900 2.60249  0.119
H -4.10481 0.63053 3.98796  0.056
H -5.58445 0.37702 4.78753  0.073
H -5.28009 1.90730 3.85847  0.101
H -6.21497 -0.09221 0.01478  0.063
H -7.61304 0.78210 0.12013  0.074
C -2.51998 -7.00718 -3.30271  -0.049
C -3.90250 -6.58276 -3.80241  -0.438
C -4.98051 -6.52273 -2.73400  -0.208
O -5.07652 -7.72297 -1.96419  -0.196
C -6.28193 -7.72021 -1.18973  -0.095
N -3.79609 -5.28283 -4.45255  0.062
H -1.87793 -7.06475 -4.19409  0.079
H -2.51905 -7.93008 -2.72878  0.081
H -2.09728 -6.19527 -2.71362  0.052
H -4.16781 -7.38381 -4.49945  0.135
H -5.97890 -6.41237 -3.17317  0.120
H -4.84354 -5.63896 -2.02447  0.127
H -6.53399 -6.77100 -0.75701  0.080
H -6.07062 -8.41146 -0.41545  0.074
H -7.09781 -8.14790 -1.77984  0.091
H -4.57702 -5.22301 -5.00855  0.041
H -2.96466 -5.19953 -5.04797  0.080